Density functional theory data (ωB97M-V with the def2-TZVPD basis set) for a structure of composition C42H34AsCl2IMoN2O2.

Last column: Mulliken charge in e.
Positions of all 85 atoms, in Å:
Mo1 0.03886 -0.00155 1.48390  -0.75
I1 -1.07164 -2.76545 3.85840  0.11
C1 -2.45164 -1.17245 4.02750  -0.21
C2 -3.08774 -1.07365 5.23680  -0.49
C3 -4.23684 -0.28725 5.36690  -0.87
C4 -4.77414 0.29575 4.25650  -0.89
C5 -4.11504 0.22775 3.01150  0.72
C6 -4.72424 0.77445 1.86220  -1.02
C7 -4.10244 0.68695 0.65090  -1.26
C8 -2.78704 0.20365 0.58690  -0.64
C9 -2.09224 -0.29605 1.67730  1.42
C10 -2.84934 -0.42465 2.89150  1.00
H1 -2.74014 -1.64025 6.08780  0.40
H2 -4.72574 -0.22595 6.32700  0.40
H3 -5.72564 0.80355 4.30520  0.39
H4 -5.70034 1.22835 1.96100  0.38
H5 -4.58974 1.03215 -0.25040  0.45
H6 -2.30714 0.22755 -0.39530  0.33
Cl1 0.39616 -4.83645 1.42940  -0.19
C11 1.73036 -3.77165 1.15670  0.45
C12 2.99256 -4.27865 0.90860  -0.26
C13 4.06876 -3.42635 0.69280  1.23
Cl2 5.61666 -4.11005 0.33090  -0.26
C14 3.93676 -2.02665 0.73760  -0.40
C15 4.94386 -1.07375 0.48970  -1.16
C16 4.61016 0.27535 0.52740  -1.21
C17 3.32496 0.67205 0.83050  -0.22
N1 2.33386 -0.20985 1.08420  0.12
C18 2.64506 -1.52225 1.02000  0.37
C19 1.53626 -2.38055 1.21350  -0.83
O1 0.41686 -1.72135 1.40920  0.60
H7 3.13446 -5.34565 0.87330  0.51
H8 5.94526 -1.39485 0.26340  0.50
H9 5.35876 1.02055 0.30530  0.48
H10 3.04006 1.71645 0.85770  0.21
C20 0.62016 3.88155 0.47830  -1.10
C21 -0.11394 3.08885 1.57270  1.23
C22 -1.58824 3.53555 1.68530  -1.15
C23 0.59906 3.30755 2.91790  -1.82
O2 -0.08614 1.73095 1.28480  0.88
H11 0.76426 4.90535 0.80990  0.45
H12 0.06206 3.90165 -0.45600  0.22
H13 1.59356 3.42965 0.28750  0.06
H14 -1.69234 4.35325 2.39410  0.46
H15 -2.17864 2.68915 2.04290  0.07
H16 -1.98254 3.86375 0.72510  0.26
H17 0.72736 4.36755 3.12000  0.53
H18 1.58066 2.83325 2.89780  0.25
H19 0.01296 2.85455 3.71520  0.40
C24 -2.49714 -3.63295 -3.09230  -0.58
C25 -1.61554 -3.87035 -2.05210  -0.85
C26 -0.84984 -2.83665 -1.54370  -0.13
C27 -0.92184 -1.56285 -2.09840  0.94
C28 -1.83794 -1.32725 -3.11860  -0.39
C29 -2.62204 -2.35555 -3.60940  -0.85
As1 0.18506 -0.14505 -1.31390  2.51
C30 1.93096 -0.57835 -2.07210  0.26
C31 2.77686 0.44855 -2.48230  -0.20
C32 4.04436 0.16475 -2.95630  -0.90
C33 4.49396 -1.14435 -3.00020  -0.71
C34 3.66996 -2.16815 -2.56690  -0.78
C35 2.39706 -1.88575 -2.10540  -0.20
C36 -0.34524 1.27235 -2.56050  0.03
C37 -1.21554 2.25665 -2.11070  -0.71
C38 -1.73644 3.19285 -2.98890  -0.88
C39 -1.40194 3.14645 -4.33250  -0.66
C40 -0.51214 2.18455 -4.78590  -0.72
C41 0.01116 1.25345 -3.90640  -0.47
H20 -3.10654 -4.43395 -3.48030  0.39
H21 -1.52294 -4.85825 -1.62760  0.46
H22 -0.20154 -3.02435 -0.69450  -0.17
H23 -1.94894 -0.33365 -3.53600  0.29
H24 -3.32954 -2.15395 -4.39970  0.45
H25 2.43296 1.47945 -2.44220  0.49
H26 4.68406 0.96645 -3.29600  0.45
H27 5.48576 -1.36535 -3.36430  0.43
H28 4.01476 -3.19015 -2.58540  0.45
H29 1.76056 -2.69405 -1.76600  0.26
H30 -1.49304 2.26495 -1.06010  0.46
H31 -2.41034 3.95375 -2.62180  0.47
H32 -1.83964 3.85205 -5.02460  0.41
H33 -0.23854 2.14515 -5.83000  0.44
H34 0.68536 0.48135 -4.26050  0.46
N2 0.46556 0.37985 4.62990  -0.84
C42 0.30116 0.19635 3.50410  0.25

Output
**Total energy**: -5402.8895 Ha
**Net charge**: 0
**2S+1**: 3

=====

Density functional theory data (ωB97M-V with the def2-TZVPD basis set) for a structure of composition C42H34Cl3GeN6O3P2SSe2Ti.

Last column: Mulliken charge in e.
Positions of all 95 atoms, in Å:
Ti1 1.75305 -2.32724 -0.48303  -1.04
O1 -0.09550 -2.66649 -0.97215  0.78
C1 -0.70371 -3.64241 -0.36438  -0.27
C2 -2.07473 -3.81772 -0.27585  -0.76
C3 -2.59600 -4.87310 0.44074  -0.81
C4 -1.74545 -5.79215 1.12574  -0.44
C5 -0.40547 -5.67962 1.09809  -1.64
C6 0.25421 -4.58582 0.33054  2.91
C7 1.17770 -5.11285 -0.75630  -1.72
N1 1.99284 -4.26678 -1.24186  0.65
C8 2.94561 -4.59292 -2.30424  -0.88
C9 3.50863 -3.27537 -2.82524  -0.70
N2 3.54483 -2.33572 -1.70456  0.18
C10 4.55324 -1.56578 -1.52423  -0.43
C11 4.64162 -0.59043 -0.46074  0.46
C12 5.52569 0.48912 -0.56019  -0.71
C13 5.56772 1.45019 0.42707  -0.77
C14 4.74350 1.31877 1.54900  -0.56
C15 3.89978 0.23503 1.69475  -0.16
C16 3.83305 -0.72715 0.68421  0.74
O2 3.04728 -1.78891 0.81101  -0.10
H1 -2.71190 -3.11864 -0.80175  0.61
H2 -3.66681 -5.01321 0.48540  0.45
H3 -2.19715 -6.60409 1.68031  0.47
H4 0.23192 -6.38106 1.62096  0.52
H5 1.10975 -6.14155 -1.09997  0.55
H6 2.44609 -5.14711 -3.10224  0.50
H7 3.73754 -5.20847 -1.87212  0.43
H8 2.83992 -2.87069 -3.58886  -0.04
H9 4.49714 -3.40936 -3.26810  0.43
H10 5.38781 -1.62548 -2.22547  0.32
H11 6.15636 0.57634 -1.43727  0.45
H12 6.23293 2.29749 0.33636  0.43
H13 4.76400 2.07548 2.32311  0.44
H14 3.26633 0.12557 2.56560  0.41
Se1 1.11795 3.54448 3.03827  -0.36
P1 -0.63290 2.52412 2.47877  0.83
C17 -1.57051 3.33036 1.15200  0.38
C18 -2.57466 2.64061 0.47554  0.16
C19 -3.32290 3.27911 -0.49991  -0.67
C20 -3.09007 4.61950 -0.78021  -0.82
C21 -2.10087 5.31236 -0.09710  -0.73
C22 -1.33232 4.66849 0.86121  -0.41
C23 -1.81011 2.25123 3.83047  0.68
C24 -2.81173 1.28617 3.73854  -0.07
C25 -3.74221 1.15642 4.75471  -0.86
C26 -3.67881 1.98803 5.86550  -0.44
C27 -2.67998 2.94346 5.96174  -0.67
C28 -1.74258 3.07478 4.94668  -0.59
C29 -0.27969 0.87064 1.84454  0.15
C30 0.17865 0.41853 0.60990  -1.43
N3 0.59684 -0.84048 0.79185  1.66
N4 0.37006 -1.14417 2.04815  -0.42
N5 -0.13969 -0.14499 2.71871  -1.04
P2 0.15364 0.94756 -1.08803  0.43
Se2 1.67335 -0.18221 -2.11431  -0.17
C31 -1.46278 0.53877 -1.75676  1.95
C32 -1.69422 0.76998 -3.11522  -0.83
C33 -2.87879 0.35364 -3.69400  -1.02
C34 -3.83314 -0.29984 -2.92502  -0.81
C35 -3.59680 -0.54715 -1.58241  -1.26
C36 -2.40502 -0.14343 -0.99803  -0.51
C37 0.48814 2.70694 -1.17268  0.88
C38 1.64045 3.16151 -0.53579  -0.30
C39 1.98519 4.49896 -0.62092  -0.73
C40 1.19749 5.37311 -1.35598  -0.74
C41 0.04989 4.91961 -1.99097  -0.87
C42 -0.31591 3.58627 -1.89577  -0.31
H15 -2.77404 1.60052 0.70421  0.35
H16 -4.08580 2.73093 -1.03644  0.46
H17 -3.68079 5.12322 -1.53421  0.39
H18 -1.91733 6.35542 -0.31900  0.46
H19 -0.53870 5.18965 1.38267  0.38
H20 -2.85388 0.61551 2.89102  0.21
H21 -4.51093 0.39826 4.68556  0.43
H22 -4.40523 1.88195 6.66062  0.39
H23 -2.62277 3.58519 6.83084  0.41
H24 -0.94774 3.80609 5.01888  0.36
H25 -0.93079 1.23088 -3.72934  0.55
H26 -3.04225 0.50289 -4.75199  0.41
H27 -4.74787 -0.64760 -3.38591  0.46
H28 -4.33127 -1.07877 -0.99109  0.53
H29 -2.20455 -0.37853 0.04076  0.74
H30 2.26039 2.47610 0.02973  0.33
H31 2.86567 4.85802 -0.10527  0.46
H32 1.47496 6.41687 -1.42677  0.40
H33 -0.57030 5.60658 -2.55104  0.53
H34 -1.22638 3.24172 -2.36308  0.51
O3 0.02515 -3.78303 3.29184  -0.52
S1 1.11269 -3.19272 2.55460  0.44
N6 1.20475 -3.65543 1.07011  0.23
Cl1 1.41772 -4.12950 -5.75775  -0.47
Ge1 0.11906 -3.29490 -4.05954  0.65
Cl2 -0.47036 -5.37961 -3.20098  -0.42
Cl3 -1.83715 -2.94993 -5.14621  -0.45

Output
**Total energy**: -12366.0991 Ha
**Net charge**: 0
**2S+1**: 2

=====

The records above yield relative energy (zero: lowest compared OMol25 entry of this formula, charge and spin) values of 139.5, 136.0 kJ/mol, respectively.
The records above yield molecular weight values of 967.418, 1149.544 u, respectively.
The records above yield maximum force values of 7.86, 1.10 eV/Å, respectively.